{
  "formula": "C28H41N4PV",
  "method": "wB97M-V/def2-TZVPD",
  "elements": ["V", "C", "C", "C", "C", "C", "C", "C", "P", "C", "C", "C", "C", "C", "C", "C", "C", "C", "C", "C", "C", "C", "C", "H", "H", "H", "H", "H", "H", "H", "H", "H", "H", "H", "H", "H", "H", "H", "H", "H", "H", "H", "H", "N", "C", "C", "C", "N", "H", "H", "H", "H", "H", "H", "H", "H", "H", "H", "N", "C", "C", "N", "C", "C", "H", "H", "H", "H", "H", "H", "H", "H", "H", "H", "H"],
  "xyz": [[-1.168, 0.954, -0.103], [2.249, 3.656, 0.223], [3.127, 2.672, -0.516], [4.368, 3.114, -0.954], [5.233, 2.279, -1.647], [4.871, 0.969, -1.907], [3.642, 0.499, -1.470], [2.764, 1.340, -0.780], [1.267, 0.617, -0.046], [1.146, -1.022, -0.848], [0.644, -0.906, -2.156], [0.489, -2.009, -2.983], [0.835, -3.261, -2.489], [1.316, -3.387, -1.190], [1.491, -2.288, -0.342], [2.081, -2.523, 1.027], [1.546, 0.565, 1.729], [2.820, 0.450, 2.288], [2.963, 0.421, 3.663], [1.835, 0.515, 4.477], [0.574, 0.667, 3.920], [0.414, 0.711, 2.536], [-0.956, 0.982, 1.929], [2.849, 4.420, 0.714], [1.646, 3.186, 1.005], [1.608, 4.196, -0.483], [4.665, 4.136, -0.747], [6.194, 2.654, -1.976], [5.543, 0.309, -2.440], [3.379, -0.532, -1.673], [0.443, 0.083, -2.566], [0.146, -1.892, -4.003], [0.763, -4.136, -3.125], [1.611, -4.367, -0.828], [2.171, -3.591, 1.220], [1.492, -2.071, 1.826], [3.082, -2.095, 1.100], [3.694, 0.385, 1.648], [3.947, 0.331, 4.104], [1.946, 0.493, 5.555], [-0.288, 0.782, 4.568], [-1.296, 1.989, 2.212], [-1.720, 0.305, 2.328], [-3.336, 1.236, -0.058], [-3.919, 1.898, -1.282], [-3.451, 3.337, -1.398], [-1.969, 3.516, -1.665], [-1.121, 3.007, -0.522], [-3.779, 0.332, 0.074], [-3.618, 1.773, 0.761], [-5.005, 1.857, -1.242], [-3.604, 1.325, -2.157], [-3.737, 3.892, -0.497], [-3.997, 3.805, -2.217], [-1.740, 4.565, -1.825], [-1.670, 2.981, -2.567], [-1.374, 3.519, 0.323], [-0.153, 3.275, -0.683], [-3.143, -4.087, 0.246], [-2.783, -3.523, -1.109], [-2.741, -2.005, -1.050], [-1.837, -1.487, 0.000], [-2.199, -2.056, 1.316], [-2.212, -3.575, 1.320], [-3.111, -5.108, 0.215], [-4.109, -3.848, 0.481], [-3.518, -3.880, -1.827], [-1.807, -3.931, -1.364], [-3.748, -1.615, -0.875], [-2.415, -1.651, -2.026], [-0.886, -1.791, -0.221], [-3.180, -1.673, 1.614], [-1.485, -1.730, 2.069], [-2.548, -3.974, 2.274], [-1.228, -3.983, 1.090]],
  "mulliken_charge": [0.50, -1.87, 1.19, -0.77, -0.77, -0.99, -0.67, 1.15, 1.93, -0.21, 0.01, -1.10, -0.98, -0.60, 1.13, -1.57, 0.11, -0.89, -0.77, -0.86, -0.64, 0.67, -1.61, 0.55, 0.32, 0.41, 0.49, 0.42, 0.48, 0.43, 0.56, 0.55, 0.49, 0.51, 0.51, 0.30, 0.29, 0.56, 0.51, 0.46, 0.56, 0.60, 0.71, -0.44, -0.63, -0.70, -0.71, -0.38, 0.10, 0.33, 0.48, 0.32, 0.32, 0.38, 0.49, 0.36, 0.39, -0.09, -0.10, -0.98, -0.81, 0.96, -0.64, -1.05, 0.37, 0.39, 0.44, 0.36, 0.58, 0.42, -0.83, 0.43, 0.31, 0.48, 0.39],
  "spin_multiplicity": 3,
  "charge": 3,
  "homo_ev": [-16.14, -16.11],
  "total_energy_ha": -2595.03423,
  "homo_lumo_gap_ev": [6.95, 7.57]
}